1.
ORCA calculation (the ωB97M-V functional and the def2-TZVPD basis) on C10H18KNO8PS as an isolated structure.

Results
Net charge: +1
Orbital gap in eV: 7.75
Multiplicity: 1
E_HOMO in eV: -11.91
LUMO in eV: -4.158

```
40
C10H18KNO8PS | OMol25 | the ωB97M-V functional and the def2-TZVPD basis
C -3.353 0.759 -0.812
S -1.726 -0.132 -0.340
O -1.928 -1.596 -0.902
O -1.806 -0.299 1.190
C -0.201 0.652 -1.040
C 0.892 1.492 -0.211
C 0.812 1.564 1.404
C 1.812 0.440 2.137
C 1.023 -0.852 2.753
O 0.217 -0.558 3.972
C -0.628 -1.758 4.216
O -1.270 -1.955 5.392
C -0.789 1.826 -2.089
N -1.405 1.192 -3.355
C -0.691 -0.136 -3.470
O -1.061 -1.001 -4.420
C 0.450 -0.293 -2.261
P 1.215 -1.971 -1.881
O 0.320 -3.081 -2.635
O 1.369 -2.426 -0.221
O 2.819 -2.112 -2.610
H -3.254 1.924 -0.787
H -3.748 0.321 -1.824
H -4.145 0.464 0.022
H 0.926 2.622 -0.596
H 1.973 1.065 -0.489
H -0.250 1.623 1.886
H 1.322 2.605 1.703
H 2.689 0.161 1.407
H 2.326 0.990 3.064
H 1.866 -1.612 3.124
H 0.384 -1.451 1.979
H -0.830 -2.581 3.389
H -1.363 2.726 -1.595
H 0.120 2.405 -2.603
H -2.446 1.204 -3.411
H 1.350 0.363 -2.625
H 1.983 -1.841 0.309
H 3.230 -2.911 -2.124
K 1.795 2.166 4.352
```

=====

2.
ORCA calculation (the ωB97M-V functional and the def2-TZVPD basis) on one molecule with the formula C12H17NOS.

Results
Orbital gap in eV: 9.18
SMILES string: COc1cccc(CN2CCSCC2)c1
Multiplicity: 1
Energy above the lowest of the compared OMol25 structures with the same formula, charge and spin in eV: 1.992
E_HOMO in eV: -8.39
LUMO in eV: 0.792

```
32
C12H17NOS | OMol25 | the ωB97M-V functional and the def2-TZVPD basis
C 3.504 2.174 -2.323
H 3.653 2.738 -1.396
O 3.750 0.802 -2.141
C 2.985 0.113 -1.248
C 1.957 0.664 -0.491
C 1.239 -0.127 0.396
C 1.544 -1.474 0.523
C 2.562 -2.026 -0.235
C 3.282 -1.243 -1.114
H 4.080 -1.655 -1.711
H 2.798 -3.075 -0.139
H 0.973 -2.079 1.209
C 0.133 0.464 1.231
N -1.071 -0.341 1.127
C -2.065 -0.086 2.155
C -3.113 0.952 1.775
H -2.651 1.870 1.406
H -3.755 1.192 2.620
S -4.207 0.283 0.472
C -3.009 -0.860 -0.305
C -1.605 -0.296 -0.226
H -0.938 -0.888 -0.863
H -1.616 0.735 -0.626
H -3.328 -0.961 -1.341
H -3.072 -1.830 0.187
H -2.575 -1.030 2.384
H -1.550 0.235 3.064
H 0.449 0.461 2.279
H -0.040 1.514 0.930
H 1.705 1.710 -0.579
H 4.227 2.508 -3.065
H 2.492 2.356 -2.700
```

=====

3.
ORCA calculation (the ωB97M-V functional and the def2-TZVPD basis) on one molecule with the formula C4H7N3.

Results
Orbital gap in eV: 8.52
SMILES string: [H]/N=C1/CC(N)=CN1
Multiplicity: 1
Energy above the lowest of the compared OMol25 structures with the same formula, charge and spin in eV: 0.439
E_HOMO in eV: -7.56
LUMO in eV: 0.962

```
14
C4H7N3 | OMol25 | the ωB97M-V functional and the def2-TZVPD basis
N -2.575 -0.419 -0.012
C -1.386 -0.003 0.167
C -0.251 -0.995 0.147
C 0.966 -0.123 -0.059
N 2.268 -0.633 -0.074
C 0.582 1.157 0.044
N -0.824 1.270 0.302
H -0.549 -1.713 -0.620
H -3.282 0.308 0.008
H -0.182 -1.544 1.093
H 2.966 0.061 -0.317
H 2.381 -1.460 -0.646
H 1.204 2.045 0.080
H -1.316 2.049 -0.113
```

=====

4.
ORCA calculation (the ωB97M-V functional and the def2-TZVPD basis) on one molecule with the formula C7H5F3OS.

Results
Orbital gap in eV: 9.84
SMILES string: O=C[C@H](c1cccs1)C(F)(F)F
Multiplicity: 1
Energy above the lowest of the compared OMol25 structures with the same formula, charge and spin in eV: 0.000
E_HOMO in eV: -9.21
LUMO in eV: 0.625

```
17
C7H5F3OS | OMol25 | the ωB97M-V functional and the def2-TZVPD basis
C -2.250 0.608 -1.083
C -0.882 0.245 -1.033
C -2.781 0.882 0.140
C -0.418 0.115 0.250
C 1.152 -1.792 0.883
C 0.989 -0.310 0.733
C 2.029 0.346 -0.217
O 0.248 -2.513 0.982
F 3.197 0.561 0.415
F 1.684 1.532 -0.736
F 2.363 -0.442 -1.279
S -1.613 0.683 1.369
H -2.778 0.880 -1.959
H -0.293 0.435 -1.856
H -3.786 0.940 0.523
H 2.188 -2.144 1.148
H 0.952 -0.027 1.720
```

=====

5.
ORCA calculation (the ωB97M-V functional and the def2-TZVPD basis) on C45H54BF5N2O3P2S3Tb as an isolated structure.

Results
Net charge: -1
Orbital gap (spin up / spin down) in eV: 4.12 / 4.16
Multiplicity: 7
Energy above the lowest of the compared OMol25 structures with the same formula, charge and spin in eV: 0.000
E_HOMO (spin up / spin down) in eV: -1.94 / -1.97
⟨S²⟩: 12.699
LUMO (spin up / spin down) in eV: 2.188 / 2.188

```
116
C45H54BF5N2O3P2S3Tb | OMol25 | the ωB97M-V functional and the def2-TZVPD basis
Tb -16.970 4.216 -10.276
S -19.846 3.419 -10.443
P -20.272 5.021 -9.342
C -18.635 5.773 -9.230
P -18.074 7.369 -9.862
S -17.089 6.941 -11.494
C -19.169 8.765 -10.021
C -19.523 9.323 -11.250
C -20.315 10.463 -11.254
C -20.623 11.095 -10.036
C -20.190 10.574 -8.805
C -19.464 9.391 -8.784
C -16.754 7.974 -8.757
C -16.648 7.445 -7.454
C -15.573 7.845 -6.669
C -14.674 8.798 -7.138
C -14.805 9.328 -8.410
C -15.870 8.935 -9.225
C -20.882 4.126 -7.878
C -21.626 2.959 -7.961
C -22.143 2.384 -6.751
C -21.935 3.054 -5.510
C -21.185 4.245 -5.488
C -20.624 4.742 -6.654
C -21.673 6.043 -9.835
C -22.480 6.501 -8.782
C -23.451 7.434 -9.089
C -23.706 7.830 -10.418
C -23.029 7.182 -11.445
C -21.962 6.306 -11.172
H -19.198 8.842 -12.161
H -20.655 10.871 -12.219
H -21.276 12.020 -10.042
H -20.415 11.124 -7.868
H -19.017 8.940 -7.890
H -17.405 6.786 -7.087
H -15.476 7.422 -5.680
H -13.836 9.132 -6.503
H -14.056 10.026 -8.810
H -15.989 9.320 -10.251
H -21.707 2.512 -8.945
H -22.756 1.464 -6.802
H -22.300 2.589 -4.596
H -21.112 4.807 -4.557
H -20.009 5.661 -6.624
H -22.360 6.159 -7.751
H -24.068 7.809 -8.283
H -24.435 8.665 -10.622
H -23.293 7.405 -12.497
H -21.348 5.855 -11.938
C -14.005 3.873 -12.327
N -15.204 3.132 -11.952
C -14.818 1.914 -11.272
C -15.968 2.775 -13.178
C -16.439 3.929 -14.057
N -17.867 4.143 -14.010
C -18.681 3.002 -14.461
C -18.262 5.380 -14.722
H -13.433 3.374 -13.109
H -13.375 4.013 -11.464
H -14.299 4.869 -12.672
H -14.077 1.332 -11.872
H -15.768 1.340 -11.123
H -14.437 2.096 -10.270
H -16.847 2.181 -12.838
H -15.354 2.054 -13.758
H -16.099 3.808 -15.097
H -15.977 4.859 -13.697
H -18.465 2.718 -15.497
H -19.737 3.244 -14.330
H -18.509 2.145 -13.792
H -17.894 5.361 -15.783
H -17.869 6.265 -14.223
H -19.357 5.475 -14.711
C -17.281 -2.171 -9.949
C -18.330 -1.153 -10.366
C -19.634 -1.380 -9.623
O -17.761 0.188 -9.775
B -17.302 0.848 -10.879
O -17.804 0.483 -12.081
C -18.481 -0.891 -11.834
C -19.872 -0.669 -12.339
C -17.692 -1.823 -12.753
H -17.221 -2.247 -8.829
H -16.277 -1.914 -10.298
H -17.596 -3.177 -10.320
H -19.413 -1.678 -8.597
H -20.223 -2.202 -10.067
H -20.237 -0.462 -9.630
H -20.394 0.127 -11.797
H -20.466 -1.597 -12.227
H -19.816 -0.426 -13.442
H -16.607 -1.739 -12.509
H -17.808 -1.529 -13.824
H -18.062 -2.868 -12.700
C -17.342 1.174 -6.695
S -17.445 2.843 -7.391
C -16.249 3.681 -6.314
O -16.681 2.668 -8.750
H -16.514 0.618 -7.168
H -18.309 0.742 -6.963
H -17.221 1.217 -5.601
H -16.669 3.648 -5.304
H -16.120 4.711 -6.688
H -15.283 3.187 -6.329
F -14.022 2.697 -8.261
C -13.948 4.058 -8.382
C -14.592 4.775 -9.377
C -13.983 5.944 -9.765
F -14.167 6.461 -11.047
C -13.022 6.551 -8.967
F -12.420 7.700 -9.352
C -12.617 5.949 -7.772
F -11.779 6.581 -6.919
C -13.148 4.676 -7.439
F -12.742 4.064 -6.312
```

=====

6.
ORCA calculation (the ωB97M-V functional and the def2-TZVPD basis) on one molecule with the formula C4H7FN2S.

Results
Orbital gap in eV: 9.58
SMILES string: [H]/N=C(/CF)N(S)C=C
Multiplicity: 1
Energy above the lowest of the compared OMol25 structures with the same formula, charge and spin in eV: 1.943
E_HOMO in eV: -8.97
LUMO in eV: 0.603

```
15
C4H7FN2S | OMol25 | the ωB97M-V functional and the def2-TZVPD basis
C 0.623 -1.042 -0.887
C -0.272 -1.874 -1.354
C -0.722 0.563 0.433
C -1.516 -0.601 1.046
H 2.225 1.384 0.646
H 1.629 -1.440 -0.682
H 0.044 -2.887 -1.598
H -1.312 -1.585 -1.509
H -0.727 2.424 0.103
H -2.065 -0.112 1.874
H -2.219 -0.971 0.276
N 0.406 0.233 -0.342
N -1.259 1.681 0.593
F -0.710 -1.640 1.474
S 1.631 1.391 -0.597
```